No. 1
C6H7N | ωB97M-V/def2-TZVPD

Computed properties:
SMILES: C=Cc1cc[nH]c1
Orbital gap, eV: 8.903
F_max, hartree/bohr: 0.0447
Energy above the lowest of the compared OMol25 structures with the same formula, charge and spin, eV: 2.530

Each line ends with the natural charge from an NBO analysis.
Atoms and positions in Å:
C 1.02909 -1.58416 -1.87853  -0.438
C 0.00611 -0.73784 -1.60971  -0.153
C -0.15581 0.07335 -0.40193  -0.174
C 0.87944 0.70945 0.33184  -0.274
C 0.40209 1.07538 1.55856  -0.081
N -0.89158 0.59728 1.61539  -0.500
C -1.25323 0.04475 0.43462  -0.041
H 0.70132 -2.37484 -2.55932  0.181
H 2.08914 -1.41528 -2.03546  0.217
H -0.68403 -0.57369 -2.43662  0.210
H 1.91265 0.78405 0.02941  0.220
H 0.86005 1.35072 2.49106  0.211
H -1.47897 0.84194 2.39385  0.409
H -2.24032 -0.32122 0.21276  0.213


No. 2
ClH2O2PS | ωB97M-V/def2-TZVPD

Computed properties:
Orbital gap (spin up / spin down), eV: 7.682 / 5.262
F_max, hartree/bohr: 0.0569
Energy above the lowest of the compared OMol25 structures with the same formula, charge and spin, eV: 3.879

Each line ends with the natural charge from an NBO analysis.
Atoms and positions in Å:
O 0.73452 0.22738 1.41836  -0.982
O 0.02552 -0.43182 -0.77399  -1.028
P 1.37630 -0.23763 0.03789  1.330
S 1.16234 3.17170 -0.87954  -0.191
Cl 2.44542 3.82587 0.58106  -0.187
H 0.17788 0.96465 1.27809  0.516
H -0.08243 -0.87481 -1.68243  0.541


No. 3
C17H24CdN7O7SSbSe5 | ωB97M-V/def2-TZVPD

Computed properties:
Orbital gap, eV: 4.850
Total charge: -2
F_max, hartree/bohr: 0.0329

Each line ends with the natural charge from an NBO analysis.
Atoms and positions in Å:
Cd -0.70893 1.32915 -1.78331  1.481
Se -0.52818 1.87898 3.06363  -1.045
Sb -0.10605 3.29456 1.09914  0.797
Se 1.46890 1.80502 -0.32524  -1.131
Se -2.24273 2.90339 -0.45907  -0.490
Se -2.31951 5.03290 -1.18678  -0.717
C 4.74389 0.07778 -0.51893  -0.405
N 3.90582 -0.58102 -1.48445  -0.425
C 3.63288 -1.98205 -1.26351  -0.421
C 3.23159 0.10520 -2.40825  0.563
O 2.46031 -0.39672 -3.21055  -0.699
H 5.61406 -0.54588 -0.31043  0.181
H 4.19040 0.26068 0.40458  0.225
H 5.07330 1.03987 -0.90534  0.213
H 4.50497 -2.58194 -1.54286  0.181
H 2.78269 -2.27103 -1.87930  0.242
H 3.39341 -2.16670 -0.21612  0.201
H 3.49699 1.17292 -2.43495  0.149
C 0.21215 -2.32617 7.88075  -0.627
C -0.33322 -1.47475 6.75490  -0.630
S -0.40370 -2.53139 5.26285  2.148
O -1.23186 -3.67750 5.56942  -0.977
O 0.94401 -2.85665 4.85522  -0.968
C -1.20815 -1.50299 4.01258  -0.678
C -1.46078 -2.36105 2.78622  -0.227
N -1.89309 -1.54791 1.67847  -0.323
C -1.11268 -1.06902 0.68674  0.468
N -1.78692 -0.25540 -0.10800  -0.534
C -3.04482 -0.19229 0.36464  0.057
C -3.14516 -0.98743 1.49139  0.104
N -4.27775 -1.25747 2.24602  0.515
O -5.34550 -0.76862 1.87622  -0.398
O -4.18509 -1.99514 3.23419  -0.451
C 0.29496 -1.45811 0.46729  -0.675
H 0.22282 -1.79160 8.82861  0.211
H 1.22098 -2.64697 7.63177  0.223
H -0.41212 -3.21170 7.98009  0.227
H 0.29324 -0.62360 6.50650  0.246
H -1.35267 -1.14955 6.93709  0.230
H -0.55799 -0.65244 3.79424  0.304
H -2.14173 -1.14111 4.43261  0.255
H -2.22842 -3.10463 3.02060  0.250
H -0.52972 -2.86378 2.51749  0.226
H -3.81416 0.37751 -0.12147  0.253
H 0.44166 -2.52236 0.64581  0.206
H 0.93780 -0.88172 1.13468  0.276
H 0.56287 -1.22545 -0.56308  0.257
Se 0.32070 0.07647 -4.56199  1.332
N 0.15406 1.67683 -3.92895  -0.817
C 0.01463 2.54607 -4.94624  0.083
C -0.16475 3.93092 -4.82309  -0.198
C -0.23431 4.69042 -5.96242  -0.215
C -0.15321 4.09693 -7.23345  -0.235
C -0.03769 2.73777 -7.38256  -0.238
C 0.05307 1.93260 -6.23810  0.124
N 0.21511 0.59880 -6.21741  -0.737
H -0.26537 4.37352 -3.84239  0.260
H -0.35524 5.76384 -5.88057  0.207
H -0.18675 4.72766 -8.11295  0.195
H -0.01255 2.27746 -8.36048  0.205
O -1.39073 -0.76237 -2.92150  -0.613
N -2.55771 -0.28977 -3.07464  0.315
O -2.65804 0.94707 -2.95536  -0.534


No. 4
C32H34AsClTi | ωB97M-V/def2-TZVPD

Computed properties:
Orbital gap (spin up / spin down), eV: 4.622 / 4.625
Total charge: +2
F_max, hartree/bohr: 0.0620

Each line ends with the natural charge from an NBO analysis.
Atoms and positions in Å:
C -2.67791 5.48221 -2.48908  -0.012
C -3.49919 6.09880 -1.35380  -0.624
C -1.72880 6.55348 -3.06048  -0.622
C -3.56772 4.98458 -3.63428  -0.623
Cl -1.75505 4.15324 -1.84360  -0.101
H -2.33774 7.39181 -3.43359  0.236
H -1.16293 6.15062 -3.91768  0.215
H -1.06469 6.94756 -2.27441  0.217
H -4.09148 6.92086 -1.76045  0.234
H -2.83516 6.52687 -0.59003  0.219
H -4.19903 5.36941 -0.93137  0.224
H -4.17334 5.82439 -3.99152  0.236
H -4.24957 4.19955 -3.28843  0.222
H -2.94399 4.64514 -4.47540  0.216
C 2.07458 1.07624 1.07145  -0.366
C 2.84812 1.92506 0.17271  -0.350
C 2.12441 3.16222 0.00317  -0.288
H 3.83138 1.69959 -0.23785  0.292
C 0.94001 3.11000 0.79557  -0.220
C 0.86890 1.82363 1.42824  -0.260
H 0.10441 1.49161 2.13158  0.298
H 2.43645 0.16178 1.56235  0.306
H 2.46096 4.03568 -0.55956  0.293
H 0.27233 3.95115 0.96282  0.294
C 0.49026 -0.38263 -2.33955  -0.289
C 1.94194 -0.24093 -2.18271  -0.384
C 2.30802 1.04257 -2.75126  -0.300
H 2.62704 -1.02480 -1.84771  0.314
C 1.13175 1.64967 -3.28359  -0.238
C 0.00595 0.80188 -3.00439  -0.255
H -1.01185 1.02117 -3.33035  0.292
H -0.06149 -1.29834 -2.13764  0.296
H 3.31432 1.42709 -2.85980  0.283
H 1.08816 2.53762 -3.91170  0.291
Ti 1.05641 1.26066 -0.85641  1.664
C -2.49625 -6.01190 1.27424  -0.179
C -3.07764 -4.95563 0.56072  -0.195
C -2.47927 -3.69860 0.56326  -0.237
C -1.21835 -3.55189 1.16311  -0.307
C -0.61442 -4.59888 1.86487  -0.169
C -1.24952 -5.84684 1.89653  -0.206
As -0.24284 -1.84651 0.92751  0.895
C 0.07183 -1.55950 2.88716  -0.331
C -0.88172 -0.78629 3.56915  -0.189
C -0.76576 -0.61076 4.95421  -0.208
C 0.33612 -1.13820 5.63827  -0.189
C 1.29829 -1.87641 4.94259  -0.176
C 1.16684 -2.09476 3.56363  -0.261
C 1.36683 -2.76138 0.13466  -0.307
C 2.66565 -2.52085 0.59059  -0.274
C 3.72354 -3.27026 0.06345  -0.192
C 3.49499 -4.20001 -0.95080  -0.195
C 2.19941 -4.40136 -1.43360  -0.185
C 1.13294 -3.67845 -0.89802  -0.246
H -2.99422 -6.98177 1.32979  0.238
H -3.98874 -5.13724 -0.00639  0.234
H -2.97155 -2.84872 0.10145  0.219
H 0.34012 -4.46676 2.38405  0.217
H -0.76103 -6.69293 2.39398  0.237
H -1.71080 -0.32249 3.02895  0.210
H -1.52203 -0.04379 5.49804  0.236
H 0.45592 -0.95242 6.70709  0.240
H 2.16156 -2.27724 5.46819  0.234
H 1.91900 -2.67189 3.03495  0.225
H 2.87337 -1.78102 1.36162  0.205
H 4.73049 -3.12341 0.45568  0.234
H 4.32775 -4.77008 -1.36441  0.242
H 2.02134 -5.12891 -2.22607  0.241
H 0.12267 -3.87231 -1.25973  0.234


No. 5
C38H57FIN3O8 | ωB97M-V/def2-TZVPD

Computed properties:
SMILES: CCCCCCCCCCCc1nc2c(F)c(CCCI)c(COC(C)=O)c(N)c2nc1C.O=C1CCCO1.O=C1CCCO1.O=C1CCCO1
Orbital gap, eV: 7.718
F_max, hartree/bohr: 0.0718

Each line ends with the Löwdin charge.
Atoms and positions in Å:
C 3.02816 -2.96894 2.85352  -0.125
C 4.36440 -2.72701 2.03687  -0.240
C 4.14560 -3.24903 0.53658  -0.219
C 4.22127 -2.08674 -0.53340  -0.215
C 2.88250 -1.23606 -0.64724  -0.183
C 2.84878 0.01854 0.32864  -0.197
C 2.32963 1.35048 -0.36819  -0.187
C 0.77216 1.56532 -0.10422  -0.204
C 0.17332 2.72721 -0.97895  -0.197
C -1.36309 3.01003 -0.72804  -0.176
C -2.30067 2.38044 -1.84746  -0.125
C -2.51502 0.86191 -1.45089  -0.167
N -3.52256 0.62502 -0.56679  0.172
C -3.59346 -0.72514 -0.24959  -0.113
C -4.62989 -1.15987 0.76333  -0.104
F -5.43523 -0.14327 1.28554  0.009
C -4.81009 -2.51319 1.21711  -0.065
C -5.87286 -3.00392 2.24838  -0.166
C -7.20729 -2.16200 2.29285  -0.302
C -8.38303 -3.16533 2.72857  -0.642
I -9.42309 -3.87139 0.95855  0.702
C -3.86987 -3.57466 0.64978  -0.049
C -3.92222 -5.08470 1.09354  -0.137
O -4.42907 -5.91998 0.01948  -0.025
C -3.52032 -6.96898 -0.19100  -0.479
C -2.84364 -7.19803 -1.60527  -0.005
O -3.23290 -7.74871 0.68956  0.090
C -2.86679 -3.19224 -0.33275  -0.152
N -2.00756 -4.21943 -0.85536  0.089
C -2.70964 -1.75951 -0.79463  -0.126
N -1.71060 -1.52168 -1.73046  0.147
C -1.62992 -0.20104 -2.04213  -0.200
C -0.48788 0.18143 -3.06332  -0.044
H 2.58687 -3.96396 2.57771  0.069
H 2.31526 -2.11856 2.69057  0.063
H 3.28765 -3.01465 3.95361  0.063
H 5.16051 -3.36772 2.52175  0.100
H 4.69815 -1.65862 1.99280  0.082
H 4.99159 -3.97560 0.34098  0.099
H 3.20116 -3.86222 0.42587  0.101
H 5.13626 -1.44996 -0.36510  0.114
H 4.37880 -2.59229 -1.53741  0.103
H 2.83390 -0.86448 -1.71203  0.087
H 2.01885 -1.90735 -0.38916  0.104
H 2.22987 -0.23354 1.24313  0.102
H 3.90232 0.23298 0.67354  0.096
H 2.85208 2.23951 0.07268  0.096
H 2.55606 1.28159 -1.46595  0.088
H 0.29085 0.55930 -0.27018  0.095
H 0.61110 1.80717 0.99007  0.122
H 0.30765 2.58061 -2.08834  0.100
H 0.72825 3.66633 -0.68117  0.102
H -1.67068 2.54070 0.25826  0.117
H -1.57513 4.10516 -0.60716  0.079
H -1.92268 2.50738 -2.89301  0.095
H -3.32032 2.87164 -1.82096  0.115
H -6.17130 -4.04811 1.92195  0.096
H -5.42007 -3.14986 3.27706  0.137
H -7.17302 -1.38086 3.11055  0.113
H -7.47410 -1.71292 1.30289  0.079
H -9.09537 -2.68121 3.45197  0.049
H -7.88855 -4.02042 3.25875  0.045
H -2.85518 -5.35088 1.36511  0.127
H -4.51060 -5.22700 2.04327  0.126
H -2.90971 -6.26302 -2.23457  0.071
H -1.74529 -7.36571 -1.42959  0.089
H -3.34941 -8.07737 -2.08128  0.087
H -1.19390 -3.82680 -1.33689  0.081
H -1.60565 -4.77394 -0.08534  0.092
H -0.77045 1.01894 -3.74592  0.068
H -0.37915 -0.73797 -3.71870  0.089
H 0.49554 0.30210 -2.54122  0.065
O -0.26916 5.75238 -0.97710  0.105
C -0.74094 6.71280 -0.43516  -0.464
C -0.72591 8.12686 -0.96263  -0.076
C -1.08521 8.93192 0.27345  -0.163
C -1.93826 7.95665 1.05770  -0.159
O -1.41214 6.65902 0.74467  0.034
H -1.48124 8.22218 -1.74547  0.134
H 0.25814 8.39152 -1.34478  0.128
H -1.59495 9.87045 0.05465  0.117
H -0.17715 9.16553 0.83566  0.121
H -2.98906 7.98799 0.75721  0.129
H -1.87388 8.12771 2.13205  0.126
O 5.16349 0.68864 -3.22471  0.127
C 4.36641 0.81546 -4.10935  -0.479
C 4.68414 1.10552 -5.55678  -0.077
C 3.33426 1.54226 -6.09887  -0.159
C 2.36928 0.77904 -5.21586  -0.165
O 3.02314 0.67162 -3.94432  -0.003
H 5.03786 0.18895 -6.03326  0.134
H 5.42835 1.89480 -5.64338  0.128
H 3.19958 1.33784 -7.16132  0.118
H 3.20716 2.61712 -5.94446  0.122
H 2.17071 -0.22878 -5.59133  0.131
H 1.42146 1.30390 -5.09682  0.116
O 3.56746 2.66774 2.52090  0.127
C 3.99740 1.99121 3.41120  -0.471
C 4.29761 2.45977 4.81440  -0.077
C 5.15734 1.33016 5.35128  -0.161
C 4.64540 0.13579 4.57315  -0.165
O 4.24532 0.65813 3.29802  0.002
H 3.35962 2.55544 5.36516  0.134
H 4.83483 3.40621 4.80422  0.127
H 5.08975 1.20110 6.43181  0.117
H 6.20513 1.51516 5.09951  0.121
H 3.77616 -0.32834 5.04739  0.128
H 5.41655 -0.62166 4.43202  0.125


No. 6
C2H2O2S | ωB97M-V/def2-TZVPD

Computed properties:
SMILES: O=C=S.C=O
Orbital gap, eV: 10.923
F_max, hartree/bohr: 0.0597
Energy above the lowest of the compared OMol25 structures with the same formula, charge and spin, eV: 0.190

Each line ends with the natural charge from an NBO analysis.
Atoms and positions in Å:
O -1.22878 1.47746 -0.06012  -0.468
C -1.76453 0.45693 -0.14228  0.423
S -2.49031 -0.88987 -0.21662  0.043
C 1.34358 -0.28331 0.11924  0.279
O 0.91546 -0.50732 -0.95506  -0.500
H 2.50757 -0.43780 0.25282  0.108
H 0.71701 0.18390 1.00202  0.116


These records have DFT total energy values of -287.4943 -1351.3698 -14385.5001 -4784.5752 -2645.8351 -626.0554 Ha, in the order they appear.